{"formula": "C5H14O", "method": "ωB97M-V/def2-TZVPD", "symbols": ["C", "C", "C", "C", "C", "H", "H", "H", "H", "H", "H", "H", "H", "H", "H", "H", "H", "O", "H", "H"], "coordinates": [[0.007919, -0.681191, 2.151157], [0.683491, -1.378814, 0.919280], [1.288648, -0.415493, -0.074553], [0.317707, 0.456775, -0.929605], [-0.446108, -0.250116, -2.008294], [-0.147225, -1.492471, 2.836170], [-0.966182, -0.205626, 1.933072], [0.645877, 0.074675, 2.528194], [-0.022920, -2.092710, 0.479266], [1.503822, -1.982765, 1.340034], [2.038114, 0.237893, 0.463539], [2.113097, -0.897060, -0.626262], [-0.466730, 0.600544, -0.081226], [0.816515, 1.318470, -1.320041], [-0.290720, 0.145806, -3.037676], [-0.259498, -1.328490, -2.188994], [-1.499044, -0.404909, -1.803280], [-1.988485, 2.773850, 0.176654], [-2.146751, 2.282200, -0.649757], [-1.181521, 3.239428, -0.107671]], "atomic_forces_ev_per_a": [[-0.697, -0.905, -1.841], [-0.212, 0.335, 0.926], [2.327, 0.872, -0.545], [-1.093, -1.940, 3.218], [-0.283, -1.828, -2.041], [-0.215, -0.012, 0.841], [0.400, -0.305, -0.039], [0.732, 0.625, 0.652], [0.087, 0.178, -0.166], [-0.222, 0.092, -0.219], [-1.333, 0.069, 0.137], [-0.826, -0.527, -0.770], [1.262, 1.143, -1.645], [0.033, 0.762, 0.217], [-0.367, 0.174, 0.783], [0.965, 0.293, 0.496], [-0.504, 0.955, -0.029], [0.584, 0.034, -1.160], [-0.358, -0.033, 0.566], [-0.279, 0.019, 0.618]], "lowdin_charge": [-0.10, -0.26, -0.26, -0.25, -0.14, 0.06, 0.07, 0.05, 0.10, 0.10, 0.12, 0.10, 0.10, 0.09, 0.08, 0.07, 0.06, -0.08, 0.03, 0.04], "energy_ev": -7458.6092, "multiplicity": 1, "smiles": "CCCCC.O", "mol_weight_g_mol": 90.166, "lumo_energy_ev": 0.9, "largest_force_ha_per_bohr": 0.0761, "e_homo_ev": -10.497}